Record 1
ORCA calculation (ωB97M-V with the def2-TZVPD basis set) on a gas-phase ion, C8H12BrN4O (charge +1).

The geometry in ORCA input format:
```
! RIJCOSX wB97M-V def2-TZVPD def2/J DEFGRID3
* xyz 1 1
C 2.286 2.180 0.965
C 0.615 0.814 0.754
C -0.738 0.429 1.206
C -0.860 -1.724 0.134
C 1.091 1.204 -0.682
C -1.448 1.315 2.134
C 0.296 1.439 -1.928
C -0.169 -3.968 0.058
N 1.405 1.546 1.649
N -1.212 -0.667 0.780
N 1.217 -0.135 -0.174
N 2.146 2.090 -0.383
O -0.314 -2.719 0.734
Br 2.893 -0.930 0.180
H 3.059 2.766 1.423
H -1.215 -1.842 -0.894
H -2.444 0.949 2.362
H -1.490 2.328 1.739
H -0.847 1.370 3.045
H -0.584 0.804 -1.947
H 0.909 1.219 -2.801
H -0.019 2.480 -1.977
H 0.329 -3.838 -0.904
H -1.145 -4.435 -0.087
H 0.442 -4.590 0.709
H 2.643 2.626 -1.074
*
```

Calculated values
Total energy ... -3179.99968 Ha
LUMO level ... -3.5 eV
HOMO ... -13.16 eV
SMILES string ... COC=[N+]=C(C)[C@]12N=CN[C@@]1(C)N2Br
HOMO-LUMO gap ... 9.6 eV

natural (NBO) population analysis, charges in e, atoms 1 to 4:
1 C 0.2954
2 C 0.1477
3 C 0.4413
4 C 0.5865


Record 2
ORCA calculation (ωB97M-V with the def2-TZVPD basis set) on 2 unconnected molecules or ions with the total composition C8H12ClNO5 in a non-equilibrium geometry.

The geometry in ORCA input format:
```
! RIJCOSX wB97M-V def2-TZVPD def2/J DEFGRID3
* xyz 0 1
O 4.770 2.000 -1.342
C 4.347 0.936 -1.806
O 4.909 -0.367 -1.856
C 3.798 -1.305 -1.639
C 2.631 -0.439 -2.294
Cl 2.213 -0.864 -4.055
C 1.272 -0.251 -1.414
O 0.247 0.139 -2.349
O -0.787 0.777 -1.721
O 3.068 0.946 -2.436
H 3.831 -2.269 -2.263
H 3.731 -1.480 -0.504
H 1.450 0.528 -0.584
H 1.094 -1.265 -0.913
H -1.506 0.099 -1.700
C -3.869 -0.295 3.124
C -2.686 0.642 2.901
C -2.431 0.938 1.421
C -2.125 -0.336 0.690
N -1.885 -1.338 0.119
H -3.696 -1.276 2.673
H -4.030 -0.455 4.193
H -4.786 0.123 2.699
H -1.792 0.198 3.349
H -2.875 1.583 3.425
H -1.586 1.622 1.314
H -3.307 1.409 0.967
*
```

Calculated values
Total energy ... -1203.02581 Ha
LUMO level ... 0.5 eV
HOMO ... -10.32 eV
SMILES string ... O=C1OC[C@@](Cl)(COO)O1.CCCC#N
HOMO-LUMO gap ... 10.8 eV

natural (NBO) population analysis, charges in e, atoms 1 to 4:
1 O -0.5373
2 C 0.9624
3 O -0.5012
4 C -0.1300


Record 3
ORCA calculation (ωB97M-V with the def2-TZVPD basis set) on 2 unconnected molecules or ions with the total composition C8H12FN in a non-equilibrium geometry.

The geometry in ORCA input format:
```
! RIJCOSX wB97M-V def2-TZVPD def2/J DEFGRID3
* xyz 0 1
C 3.937 -0.126 -1.177
C 1.899 -0.085 1.712
C 2.974 -0.404 -0.312
C 0.478 1.394 0.080
C -0.644 0.858 -0.320
C -1.879 1.722 -0.575
C -1.730 -1.290 0.351
C -0.775 -0.572 -0.605
N 2.060 0.210 0.484
F 0.918 2.505 0.635
H 4.502 0.843 -1.206
H 4.634 -0.928 -1.395
H 1.366 0.514 2.343
H 2.477 -0.910 2.219
H -1.593 2.495 -1.251
H -2.726 1.136 -0.763
H -2.117 2.314 0.402
H -1.735 -2.446 0.275
H -2.834 -0.929 0.249
H -1.362 -1.028 1.405
H -1.205 -0.699 -1.646
H 0.145 -1.133 -0.586
*
```

Calculated values
Total energy ... -466.36878 Ha
LUMO level (alpha / beta) ... 0.2 / 0.2 eV
HOMO (alpha / beta) ... -6.69 / -6.69 eV
HOMO-LUMO gap (alpha / beta) ... 6.9 / 6.9 eV

natural (NBO) population analysis, charges in e, atoms 1 to 4:
1 C -0.5063
2 C -0.1825
3 C 0.0307
4 C 0.5885


Record 4
ORCA calculation (ωB97M-V with the def2-TZVPD basis set) on C8H12FNO2 in the gas phase in a non-equilibrium geometry.

The geometry in ORCA input format:
```
! RIJCOSX wB97M-V def2-TZVPD def2/J DEFGRID3
* xyz 0 3
C 0.230 -0.221 -2.045
C -2.070 -1.351 0.651
C -1.943 -0.445 -0.579
C 1.384 1.365 0.932
C -0.780 -1.054 1.493
C 1.439 -0.232 0.743
C 0.965 2.051 -0.220
C -0.412 -0.571 -0.806
N 0.190 -0.706 0.432
O 1.542 -0.396 -2.101
O -0.492 0.132 -2.978
F 1.849 2.566 -1.111
H -2.910 -1.137 1.360
H -1.911 -2.441 0.462
H -2.545 -0.776 -1.408
H -2.103 0.618 -0.200
H 0.760 1.496 1.700
H 2.364 1.710 1.216
H -0.926 -0.177 2.005
H -0.599 -1.996 2.001
H 2.174 -0.361 -0.084
H 2.012 -0.605 1.750
H -0.085 2.408 -0.450
H 1.866 0.123 -2.759
*
```

Calculated values
Total energy ... -616.98462 Ha
LUMO level (alpha / beta) ... 0.8 / -0.3 eV
HOMO (alpha / beta) ... -6.37 / -9.74 eV
HOMO-LUMO gap (alpha / beta) ... 7.2 / 9.5 eV

natural (NBO) population analysis, charges in e, atoms 1 to 4:
1 C 0.6573
2 C -0.3972
3 C -0.4322
4 C -0.5366